1.
Computed, not measured: a cluster of 2 separate species, C5H8 in total, with ωB97M-V/def2-TZVPD.

Geometry (Å):
C1 2.5226 0.0919 0.6680
C2 3.0912 0.2410 -0.5244
C3 -2.6350 0.5604 0.2023
C4 -1.5938 -0.0499 0.6804
C5 -0.4561 -0.6253 -0.1207
H1 3.1015 -0.2579 -1.4840
H2 3.9215 0.8383 -0.0583
H3 -3.4078 0.9565 0.8026
H4 -2.7534 0.5016 -0.9117
H5 -1.3169 0.0065 1.8130
H6 -0.6150 -1.7555 -0.1790
H7 0.5273 -0.2611 0.3260
H8 -0.3862 -0.2465 -1.2141

Computed properties:
Maximum force, eV/A: 3.8
Energy relative to the best compared isomer or geometry (same formula, charge and spin), kcal/mol: 116.1
E_HOMO, eV: -9.719

***

2.
Computed, not measured: a cluster of 3 separate species, C3H12O2S in total, with ωB97M-V/def2-TZVPD.

Geometry (Å):
C1 -0.1194 -0.0886 -1.5857
C2 -0.1660 -1.2444 -0.5601
C3 0.7402 -2.4430 -0.9680
S1 1.5610 -3.3497 0.3389
H1 -0.9163 0.6518 -1.6515
H2 0.8188 0.4330 -1.3870
H3 0.0473 -0.5439 -2.5645
H4 -1.2225 -1.4853 -0.4941
H5 0.1940 -0.9944 0.4391
H6 0.2579 -3.0813 -1.6988
H7 1.5492 -2.0361 -1.6150
H8 0.8200 -3.4807 1.4857
O1 -0.2039 3.9779 1.2502
H9 -0.8118 4.7248 1.3967
H10 0.6121 4.3124 1.6293
O2 -1.4178 1.5439 1.8958
H11 -0.8016 2.2859 1.8028
H12 -0.9412 0.8177 2.2863

Computed properties:
Maximum force, eV/A: 1.9
Energy relative to the best compared isomer or geometry (same formula, charge and spin), kcal/mol: 19.6
Structure (SMILES): CCCS.O.O
E_HOMO, eV: -8.928

***

no.,electronic energy (hartree)
1,-195.1070
2,-670.1325